Below is C19H20CuN6OS3 as an isolated structure in a non-equilibrium geometry, with properties calculated with ωB97M-V/def2-TZVPD.

The lowest unoccupied orbital energy (alpha / beta) comes out at -0.35 / -0.80 eV. Its spin multiplicity is 2. As for the frontier orbital gap (alpha / beta): 7.04 / 6.62 eV. As for the expectation value of S²: 0.755. Its net charge is 0.

XYZ file:
```
50
C19H20CuN6OS3 | OMol25 | ωB97M-V/def2-TZVPD
Cu 0.656 -2.295 0.573
N 3.575 -0.313 3.474
C 2.847 -1.030 2.591
S 3.068 -0.768 0.936
N 2.036 -1.910 3.194
N 1.261 -2.637 2.427
C 0.607 -3.626 2.947
C -0.132 -4.476 2.044
C -0.922 -5.547 2.461
C -1.583 -6.305 1.516
C -1.434 -5.999 0.168
C -0.632 -4.929 -0.177
N -0.005 -4.184 0.731
H 4.148 0.434 3.131
H 3.371 -0.390 4.455
H 0.677 -3.846 4.006
H -1.010 -5.764 3.517
H -2.222 -7.121 1.825
H -1.933 -6.572 -0.600
H -0.477 -4.647 -1.210
C -2.774 7.775 -2.044
C -2.389 6.439 -1.469
O -1.264 6.095 -1.236
S -3.811 5.385 -1.182
C -3.002 3.890 -0.661
C -2.454 3.796 0.610
C -1.783 2.646 0.987
C -1.657 1.577 0.097
C -2.249 1.674 -1.169
C -2.912 2.827 -1.550
C -0.905 0.400 0.415
C -0.265 -0.616 0.614
H -2.197 8.564 -1.564
H -3.840 7.965 -1.933
H -2.523 7.772 -3.106
H -2.537 4.627 1.298
H -1.349 2.567 1.975
H -2.179 0.832 -1.845
H -3.352 2.905 -2.536
C 4.177 -0.099 -2.546
N 3.215 -1.184 -2.493
C 1.980 -1.065 -2.014
N 1.498 0.146 -1.751
S 1.020 -2.464 -1.819
H 5.146 -0.507 -2.819
H 4.276 0.379 -1.569
H 3.890 0.644 -3.294
H 3.535 -2.129 -2.615
H 2.134 0.920 -1.635
H 0.674 0.165 -1.152
```

natural (NBO) population analysis, charges in e, atoms 1 to 2: atom 1 (Cu): 1.25, atom 2 (N): -0.78